(1)
This record from OMol25 describes C22H53Cd2F12N3O12P2S3 as an isolated structure at a distorted geometry. The level of theory is ωB97M-V/def2-TZVPD.

Each line ends with the Löwdin charge.
CARTESIAN COORDINATES (ANGSTROEM)
Cd: 1.774 -1.386 -0.608  1.45
Cd: -1.959 2.089 0.397  1.43
S: -0.284 0.189 -0.113  0.24
O: 0.287 -0.179 -1.404  -0.41
O: -1.761 0.136 -0.092  -0.41
O: 0.411 -0.753 0.756  -0.43
O: -0.041 1.587 0.300  -0.43
P: -3.446 1.366 2.941  0.21
F: -3.357 2.928 3.373  -0.15
F: -5.019 1.451 3.238  -0.13
F: -3.788 1.843 1.362  -0.26
F: -3.616 -0.155 2.429  -0.12
F: -1.887 1.424 2.412  -0.22
F: -3.042 0.954 4.428  -0.11
P: 2.554 -1.262 -4.236  0.19
F: 2.970 -2.818 -4.185  -0.15
F: 4.107 -0.773 -4.124  -0.16
F: 2.620 -1.330 -5.845  -0.14
F: 2.129 0.291 -4.312  -0.15
F: 1.013 -1.677 -4.155  -0.13
F: 2.565 -1.212 -2.552  -0.29
C: -0.501 -3.236 -1.469  -0.07
C: 0.864 -3.965 -1.573  -0.23
N: 1.896 -3.561 -0.561  -0.23
C: 3.258 -3.976 -1.095  -0.26
C: 3.461 -5.385 -1.639  -0.06
C: 1.726 -4.422 0.654  -0.24
C: 0.449 -4.161 1.416  -0.08
H: -0.607 -2.478 -2.240  0.07
H: -0.705 -2.827 -0.485  0.03
H: -1.223 -4.030 -1.659  0.08
H: 0.762 -5.047 -1.677  0.12
H: 1.296 -3.727 -2.550  0.09
H: 3.489 -3.270 -1.892  0.08
H: 3.920 -3.726 -0.262  0.09
H: 4.441 -5.530 -2.083  0.09
H: 3.301 -6.120 -0.850  0.07
H: 2.690 -5.544 -2.392  0.07
H: 2.580 -4.315 1.326  0.11
H: 1.689 -5.474 0.365  0.11
H: 0.191 -3.098 1.487  0.05
H: 0.434 -4.472 2.460  0.09
H: -0.403 -4.600 0.898  0.05
C: 2.957 -1.371 2.451  -0.08
C: 4.040 -1.147 1.403  -0.27
N: 3.655 -0.510 0.139  -0.25
C: 3.321 0.914 0.404  -0.23
C: 3.011 1.744 -0.864  -0.06
C: 4.829 -0.635 -0.781  -0.23
C: 6.155 -0.056 -0.233  -0.07
H: 3.372 -1.782 3.377  0.08
H: 2.170 -2.056 2.135  0.03
H: 2.449 -0.506 2.887  0.08
H: 4.877 -0.611 1.863  0.11
H: 4.514 -2.121 1.255  0.11
H: 2.403 0.922 0.991  0.09
H: 4.117 1.384 0.985  0.11
H: 3.920 1.846 -1.457  0.08
H: 2.256 1.260 -1.478  0.05
H: 2.642 2.721 -0.563  0.08
H: 4.612 -0.128 -1.717  0.09
H: 5.037 -1.661 -1.083  0.11
H: 5.981 0.940 0.173  0.07
H: 6.870 0.019 -1.053  0.08
H: 6.647 -0.656 0.531  0.07
C: -4.172 4.855 0.028  -0.07
C: -4.141 3.776 -1.067  -0.25
N: -2.823 3.162 -1.291  -0.26
C: -3.071 2.062 -2.269  -0.25
C: -4.236 1.094 -1.988  -0.08
C: -1.910 4.158 -1.879  -0.24
C: -0.474 3.696 -2.064  -0.06
H: -3.546 5.738 -0.100  0.06
H: -3.860 4.418 0.981  0.05
H: -5.192 5.194 0.211  0.08
H: -4.941 3.090 -0.796  0.11
H: -4.525 4.186 -2.011  0.13
H: -3.125 2.463 -3.291  0.13
H: -2.172 1.465 -2.449  0.10
H: -4.032 0.156 -2.510  0.08
H: -4.308 0.844 -0.930  0.06
H: -5.203 1.379 -2.401  0.08
H: -1.968 5.111 -1.356  0.10
H: -2.355 4.424 -2.850  0.12
H: 0.001 4.350 -2.798  0.09
H: -0.363 2.678 -2.435  0.07
H: 0.099 3.806 -1.143  0.06
C: -3.679 -2.730 0.548  -0.18
C: -3.909 -3.240 1.973  -0.15
O: -4.459 -4.551 1.789  -0.19
S: -3.787 -5.257 0.512  0.64
O: -4.738 -6.070 -0.168  -0.21
O: -2.513 -5.794 0.888  -0.24
O: -3.497 -3.864 -0.286  -0.20
H: -2.758 -2.145 0.513  0.10
H: -4.468 -2.073 0.177  0.13
H: -4.568 -2.604 2.553  0.13
H: -2.946 -3.378 2.469  0.13
C: -1.234 5.562 4.421  -0.15
C: 0.234 5.801 4.119  -0.16
O: 0.436 5.431 2.762  -0.17
S: -0.950 5.430 1.915  0.66
O: -1.231 4.077 1.512  -0.31
O: -1.012 6.460 0.926  -0.21
O: -1.880 5.808 3.173  -0.18
H: -1.645 6.243 5.169  0.14
H: -1.557 4.601 4.827  0.13
H: 0.815 5.122 4.745  0.14
H: 0.592 6.809 4.316  0.13

Atoms 1-6, force components in eV/Å:
Cd 2.664 -2.314 -0.012
Cd -2.176 4.872 -1.133
S -0.593 0.097 -0.328
O -1.514 1.870 -2.362
O 0.156 -3.770 -0.878
O -1.759 0.056 3.838

Gap between HOMO and LUMO (eV): 10.297
Energy relative to the best compared isomer or geometry (same formula, charge and spin) (eV): 1.2453
Highest occupied orbital energy (eV): -10.212
M (Da): 1162.624
E_LUMO (eV): 0.09

(2)
This record from OMol25 describes a 5-piece molecular cluster, C22H53F3N3O4 overall at a distorted geometry. The level of theory is ωB97M-V/def2-TZVPD.

Each line ends with the Löwdin charge.
CARTESIAN COORDINATES (ANGSTROEM)
C: 3.035 -6.353 1.138  -0.06
C: 2.291 -5.296 1.947  -0.18
N: 2.710 -3.899 1.601  0.11
C: 1.893 -3.273 0.765  -0.45
N: 1.590 -1.970 1.017  0.21
N: 1.388 -3.866 -0.275  0.14
C: 0.502 -3.260 -1.278  -0.10
C: -0.834 -2.729 -0.732  -0.04
C: -1.434 -3.563 0.385  -0.70
F: -1.233 -4.849 0.184  0.17
F: -2.726 -3.321 0.427  0.16
F: -0.988 -3.209 1.573  0.16
H: 2.824 -7.332 1.568  0.09
H: 2.709 -6.389 0.095  0.07
H: 4.115 -6.218 1.135  0.08
H: 2.519 -5.458 2.996  0.13
H: 1.212 -5.392 1.818  0.12
H: 2.861 -3.354 2.439  0.15
H: 1.963 -1.336 0.315  0.14
H: 1.852 -1.705 1.957  0.12
H: 1.636 -4.836 -0.419  0.14
H: 1.039 -2.473 -1.802  0.13
H: 0.301 -4.011 -2.034  0.13
H: -0.655 -1.728 -0.361  0.09
H: -1.537 -2.648 -1.557  0.14
C: 8.296 -3.281 -2.171  -0.07
C: 7.193 -4.324 -2.135  -0.27
O: 6.821 -4.722 -0.822  -0.16
C: 6.329 -3.707 0.026  -0.28
C: 5.078 -3.023 -0.501  -0.09
H: 9.183 -3.647 -1.654  0.09
H: 8.562 -3.050 -3.203  0.08
H: 7.995 -2.349 -1.690  0.07
H: 7.541 -5.229 -2.632  0.12
H: 6.314 -3.982 -2.692  0.11
H: 7.113 -2.972 0.238  0.11
H: 6.098 -4.195 0.974  0.11
H: 5.254 -2.512 -1.448  0.07
H: 4.723 -2.282 0.219  0.07
H: 4.289 -3.760 -0.666  0.06
C: -0.765 3.910 0.536  -0.07
C: -0.778 2.645 -0.301  -0.27
O: 0.284 1.745 -0.003  -0.16
C: 0.337 1.258 1.321  -0.29
C: -0.908 0.494 1.746  -0.07
H: 0.181 4.439 0.413  0.09
H: -1.576 4.573 0.234  0.08
H: -0.888 3.699 1.600  0.07
H: -0.660 2.909 -1.351  0.12
H: -1.743 2.132 -0.217  0.10
H: 0.544 2.072 2.023  0.11
H: 1.201 0.591 1.359  0.09
H: -1.797 1.123 1.733  0.07
H: -0.788 0.106 2.759  0.08
H: -1.092 -0.344 1.075  0.04
C: 0.121 8.930 -1.565  -0.08
C: -0.947 7.852 -1.507  -0.28
O: -1.321 7.484 -0.190  -0.18
C: -1.858 8.516 0.622  -0.28
C: -3.121 9.146 0.061  -0.08
H: 1.015 8.611 -1.027  0.08
H: 0.391 9.138 -2.601  0.08
H: -0.217 9.865 -1.117  0.07
H: -0.562 6.944 -1.973  0.11
H: -1.830 8.147 -2.084  0.11
H: -1.097 9.279 0.818  0.11
H: -2.086 8.052 1.582  0.12
H: -2.946 9.631 -0.900  0.07
H: -3.505 9.898 0.750  0.08
H: -3.890 8.386 -0.091  0.08
C: -4.656 -0.484 -0.080  -0.08
C: -5.625 -0.719 1.068  -0.28
O: -6.750 0.135 1.050  -0.15
C: -7.583 0.056 -0.095  -0.28
C: -8.183 -1.320 -0.326  -0.08
H: -4.308 0.551 -0.079  0.08
H: -3.794 -1.145 0.015  0.05
H: -5.117 -0.675 -1.050  0.07
H: -5.114 -0.522 2.012  0.12
H: -5.942 -1.768 1.100  0.11
H: -7.039 0.398 -0.984  0.11
H: -8.386 0.774 0.071  0.12
H: -7.419 -2.078 -0.504  0.06
H: -8.845 -1.302 -1.192  0.08
H: -8.760 -1.634 0.546  0.08

Atoms 1-6, force components in eV/Å:
C -0.210 -0.083 -0.101
C 0.947 -0.533 -0.178
N -1.217 -1.392 1.362
C 0.219 1.271 0.002
N 0.609 0.200 -0.406
N -0.286 -0.615 -0.829

Gap between HOMO and LUMO (eV): 8.359
Charge: +1
Highest occupied orbital energy (eV): -11.040
M (Da): 480.677
E_LUMO (eV): -2.68

(3)
This record from OMol25 describes a 3-piece molecular cluster, C22H53N2O11P2 overall. The level of theory is ωB97M-V/def2-TZVPD.

Each line ends with the Löwdin charge.
CARTESIAN COORDINATES (ANGSTROEM)
C: 5.515 -1.050 -0.530  0.02
C: 5.362 0.029 -1.570  -0.53
O: 5.167 -0.205 -2.728  0.12
O: 5.551 1.300 -1.120  -0.03
C: 4.559 1.784 -0.184  -0.18
C: 3.722 2.881 -0.803  -0.18
C: 2.583 2.340 -1.660  -0.21
C: 1.722 3.453 -2.275  -0.21
C: 0.305 3.567 -1.707  -0.13
C: -0.777 2.527 -2.101  -0.38
O: -1.310 1.914 -0.944  -0.30
P: -0.553 0.356 -0.563  0.55
O: -1.422 0.298 0.945  -0.36
C: -2.554 -0.505 0.960  -0.34
C: -3.210 -0.467 2.332  -0.21
N: -4.142 0.655 2.455  -0.06
C: -5.388 0.501 1.712  -0.19
C: -5.459 1.360 0.445  -0.43
C: -4.664 2.655 0.526  -0.04
O: -6.862 1.586 0.214  -0.07
O: 0.302 0.451 -2.101  -0.38
C: -0.387 1.319 -2.938  -0.56
P: 0.396 1.462 -4.605  0.84
N: -0.105 -0.056 -5.261  -0.20
O: -0.721 2.468 -5.285  -0.32
H: 6.502 -1.496 -0.663  0.09
H: 5.448 -0.657 0.480  0.08
H: 4.768 -1.821 -0.698  0.09
H: 5.091 2.129 0.703  0.12
H: 3.900 0.962 0.107  0.13
H: 4.364 3.536 -1.398  0.12
H: 3.310 3.493 0.006  0.12
H: 3.007 1.713 -2.448  0.11
H: 1.962 1.691 -1.043  0.07
H: 1.712 3.362 -3.362  0.06
H: 2.215 4.411 -2.069  0.10
H: -0.071 4.553 -1.994  0.10
H: 0.365 3.545 -0.618  0.11
H: -1.593 3.076 -2.580  0.13
H: 0.468 1.059 0.154  0.02
H: 0.094 -0.913 -0.296  0.00
H: -1.635 -0.302 -1.249  0.03
H: -2.316 -1.551 0.704  0.11
H: -3.291 -0.153 0.225  0.09
H: -2.440 -0.334 3.093  0.11
H: -3.711 -1.429 2.528  0.10
H: -4.383 0.767 3.430  0.09
H: -6.234 0.800 2.336  0.12
H: -5.547 -0.546 1.425  0.12
H: -5.064 0.781 -0.396  0.12
H: -3.640 2.487 0.189  0.07
H: -5.124 3.389 -0.139  0.07
H: -4.629 3.049 1.539  0.07
H: -6.951 1.926 -0.679  0.07
H: -1.375 0.851 -3.173  0.10
H: 0.422 -0.776 -4.770  0.03
H: -1.082 -0.238 -5.032  0.02
H: -1.599 2.073 -5.327  0.04
C: 5.964 -3.042 -3.934  -0.10
O: 6.723 -3.837 -3.030  -0.20
C: 6.448 -5.220 -3.115  -0.22
C: 7.528 -5.964 -3.870  -0.21
O: 7.571 -5.601 -5.239  -0.19
C: 8.591 -4.672 -5.549  -0.12
H: 6.353 -2.030 -3.885  0.08
H: 6.044 -3.419 -4.957  0.08
H: 4.911 -3.015 -3.639  0.09
H: 5.477 -5.392 -3.590  0.13
H: 6.402 -5.616 -2.094  0.12
H: 7.325 -7.038 -3.821  0.12
H: 8.498 -5.778 -3.396  0.12
H: 9.581 -5.135 -5.466  0.09
H: 8.549 -3.796 -4.898  0.08
H: 8.436 -4.357 -6.580  0.09
C: -4.156 1.129 7.234  -0.11
O: -4.662 0.035 6.494  -0.19
C: -5.230 -0.987 7.290  -0.21
C: -6.741 -0.935 7.268  -0.21
O: -7.241 0.236 7.890  -0.19
C: -7.640 1.237 6.972  -0.11
H: -3.891 1.905 6.518  0.09
H: -4.900 1.521 7.933  0.08
H: -3.257 0.843 7.790  0.09
H: -4.869 -0.918 8.321  0.13
H: -4.905 -1.948 6.879  0.13
H: -7.136 -1.797 7.815  0.12
H: -7.094 -0.998 6.233  0.13
H: -8.542 0.935 6.428  0.09
H: -6.850 1.461 6.250  0.08
H: -7.861 2.134 7.548  0.09

Atoms 1-6, force components in eV/Å:
C -0.084 -0.025 0.045
C -0.080 0.007 0.075
O 0.212 0.116 -0.059
O -0.227 0.083 -0.276
C 0.076 -0.089 0.221
C -0.124 0.171 -0.117

Gap between HOMO and LUMO (eV): 7.212
Energy relative to the best compared isomer or geometry (same formula, charge and spin) (eV): 0.0000
Charge: -1
Highest occupied orbital energy (eV): -4.840
M (Da): 583.617
E_LUMO (eV): 2.37

Question: Look up the gap between HOMO and LUMO of the third one.
Answer: 7.212 eV

Question: The lowest M belongs to which entry?
Answer: C22H53F3N3O4

Question: Which value of M does entry 2 give?
Answer: 480.677 Da

Question: The highest highest occupied orbital energy belongs to which entry?
Answer: C22H53N2O11P2